1.
{
  "formula": "C14H26Cl2O2Pb",
  "method": "the ωB97M-V functional and the def2-TZVPD basis",
  "homo_ev": [0.930, 0.927],
  "homo_lumo_gap_ev": [3.6, 3.1],
  "lumo_ev": [4.56, 3.98],
  "max_force_ha_per_bohr": 0.03731,
  "charge": -2,
  "molar_mass_da": 504.5,
  "species": ["Pb", "Cl", "Cl", "O", "O", "C", "C", "C", "C", "C", "C", "C", "C", "C", "C", "C", "C", "C", "C", "H", "H", "H", "H", "H", "H", "H", "H", "H", "H", "H", "H", "H", "H", "H", "H", "H", "H", "H", "H", "H", "H", "H", "H", "H", "H"],
  "coordinates": [[-1.79281, -0.07742, -0.35384], [-2.24785, -2.52100, -0.39141], [-0.50046, 0.50455, -2.46470], [-0.16522, 0.25681, 1.03956], [-0.63141, 3.63239, 1.52692], [1.61165, -2.28877, -1.35410], [2.78112, -1.04170, 0.18634], [0.98196, -2.76391, -2.59647], [-5.29294, 3.18906, 0.04845], [2.33195, -2.41933, 2.31470], [-3.12081, 3.42624, 1.15780], [3.60821, 0.01773, 0.79945], [1.47078, -2.91350, -0.08409], [-3.74612, 1.23169, 0.06806], [2.92084, -0.24952, -2.25780], [2.44457, -1.14545, -1.19125], [-3.81572, 2.75485, 0.00570], [0.70102, -4.13554, 0.18507], [2.19701, -2.14174, 0.86799], [-5.76063, 2.81333, 0.96126], [-0.27186, 2.74239, 1.31009], [0.83487, -4.45728, 1.22199], [-5.40095, 4.27694, 0.03309], [4.67404, -0.25941, 0.79345], [1.30286, -2.16168, -3.44810], [-1.61927, 3.56501, 1.24210], [-0.26358, -0.25322, 1.87585], [2.16148, -0.13407, -3.03585], [3.84076, -0.64267, -2.71575], [2.16593, -1.50784, 2.90880], [-4.35510, 0.76498, -0.71682], [1.60301, -3.17665, 2.62400], [-3.35942, 3.07232, -0.95290], [1.25268, -3.80987, -2.78142], [3.34216, -2.79042, 2.55576], [-3.28306, 4.50609, 1.20692], [-4.00944, 0.84497, 1.05689], [1.00235, -4.93214, -0.50583], [3.14909, 0.73974, -1.84732], [3.50270, 0.95748, 0.24339], [3.30418, 0.18544, 1.84069], [-0.36791, -3.94591, 0.00986], [-3.18974, 2.88156, 2.09977], [-5.84499, 2.78758, -0.80438], [-0.11416, -2.72168, -2.54050]],
  "forces_ev_per_a": [[1.44, 0.62, 0.18], [-0.79, -1.02, 0.04], [-0.13, 0.38, -0.49], [-0.65, 0.16, 0.95], [-0.08, -0.47, -0.34], [0.76, 0.53, 1.35], [-0.59, -1.03, -0.75], [-0.29, -0.22, -0.32], [-0.08, 0.22, -0.15], [0.09, -0.02, 0.21], [-1.90, -0.15, -0.20], [0.17, 0.10, 0.07], [1.00, 1.42, 0.00], [-0.48, 0.36, -0.03], [0.13, 0.22, -0.30], [-0.57, -0.95, 1.25], [0.52, -0.56, -0.20], [-0.61, -0.22, -0.17], [-0.19, 0.20, -1.32], [0.01, 0.00, 0.00], [-0.22, 0.33, 0.16], [-0.05, -0.24, -0.09], [-0.01, 0.10, 0.00], [0.15, 0.23, 0.16], [-0.07, -0.05, -0.14], [1.61, -0.03, 0.20], [0.17, 0.33, -0.96], [0.13, 0.13, -0.08], [0.09, 0.17, -0.21], [0.00, -0.14, 0.13], [-0.07, 0.09, 0.28], [0.11, 0.08, 0.19], [-0.26, 0.11, 0.33], [-0.03, -0.18, -0.26], [-0.08, -0.02, 0.27], [0.27, -0.14, 0.17], [-0.18, -0.01, -0.05], [-0.02, -0.34, 0.14], [0.00, 0.07, -0.19], [0.08, 0.03, 0.20], [0.12, 0.15, -0.05], [0.23, -0.39, 0.17], [0.14, 0.22, -0.01], [0.06, -0.06, 0.02], [0.03, 0.00, -0.14]],
  "lowdin_charge": [0.75, -0.15, -0.17, -0.49, -0.12, -0.28, -0.28, -0.12, -0.11, -0.11, -0.02, -0.10, -0.28, -0.33, -0.12, -0.28, -0.52, -0.12, -0.28, 0.07, 0.02, 0.05, 0.06, 0.05, 0.05, -0.06, -0.04, 0.01, 0.06, 0.05, 0.02, 0.05, 0.14, 0.05, 0.06, 0.08, 0.03, 0.06, 0.05, 0.05, 0.05, -0.04, 0.09, 0.07, 0.03]
}


2.
{
  "formula": "C14H26Cl8N3O3P",
  "method": "the ωB97M-V functional and the def2-TZVPD basis",
  "homo_ev": -9.197,
  "homo_lumo_gap_ev": 9.1,
  "lumo_ev": -0.08,
  "max_force_ha_per_bohr": 0.24539,
  "charge": 0,
  "molar_mass_da": 599.0,
  "species": ["Cl", "Cl", "Cl", "Cl", "Cl", "Cl", "Cl", "Cl", "P", "O", "O", "O", "N", "N", "N", "C", "C", "C", "C", "C", "C", "C", "C", "C", "C", "C", "C", "C", "C", "H", "H", "H", "H", "H", "H", "H", "H", "H", "H", "H", "H", "H", "H", "H", "H", "H", "H", "H", "H", "H", "H", "H", "H", "H", "H"],
  "coordinates": [[6.59421, -0.09164, 1.23813], [-3.58724, 2.36862, -5.46590], [-2.17718, 3.51353, 4.04473], [3.81278, 0.52593, 1.85547], [1.95332, -2.27606, -3.01230], [2.20850, -2.90086, -5.84838], [-3.05257, 0.82672, -7.88158], [0.60425, 2.89596, 3.42738], [1.92042, -2.60972, 0.68684], [2.22920, -2.34640, 2.41609], [-1.38445, -2.47227, 2.02962], [-0.21278, 1.85082, -0.71035], [3.29338, -1.78719, -0.12646], [-1.96482, -0.32552, -2.72605], [-1.39434, -3.85112, -1.21372], [-0.84184, -2.93670, 3.32988], [0.41185, -0.60621, -0.95880], [-0.49942, 4.05404, 4.17942], [1.12063, -2.86685, -4.45548], [0.83373, 0.86642, -0.37463], [-3.65708, 1.48647, 0.98771], [-0.63504, -3.01195, -0.53879], [-2.60722, 2.20187, -0.04958], [-0.93878, -0.47401, -1.93638], [-1.03748, 2.20430, 0.45659], [-3.10726, 0.79589, -6.11499], [0.24549, -1.78190, 0.17411], [5.49054, 1.06644, 1.99016], [-0.59443, -1.31252, 1.52082], [1.80328, 1.19977, -0.98607], [5.74774, 1.16821, 3.04729], [-4.04241, 2.27120, 1.78934], [-0.84782, 1.55674, 1.41288], [0.05623, -3.68599, 3.17676], [0.08400, -0.83582, 2.34888], [-1.71841, -3.56778, 3.83079], [1.27140, -0.97782, -1.69614], [-0.39582, 5.02028, 3.67977], [0.75411, -3.87857, -4.26553], [5.59414, 2.03268, 1.49052], [3.18761, -0.73666, -0.06157], [-2.61729, 1.67516, -1.10745], [4.13541, -2.02546, 0.46677], [0.27965, -2.20521, -4.67688], [-2.98726, 3.31168, -0.22775], [-3.22550, 0.57848, 1.58672], [2.33555, -1.34296, 2.47339], [-0.79712, 3.33511, 0.74781], [-3.83124, 0.04279, -5.79450], [-1.40641, -0.53151, 1.12724], [-0.60351, -2.06701, 4.07639], [-4.60288, 1.09285, 0.37841], [1.15829, 0.86706, 0.75559], [-2.11586, 0.54090, -5.73275], [-0.24222, 4.15581, 5.23655]],
  "forces_ev_per_a": [[-0.05, 0.10, 0.05], [0.02, -0.05, 0.09], [0.04, 0.08, 0.02], [-0.03, 0.61, 0.35], [0.61, -0.86, -0.71], [-0.07, -0.02, -0.01], [0.03, -0.10, -0.05], [0.26, 0.04, 0.14], [1.55, -1.82, 0.89], [-0.74, 2.62, -2.65], [2.51, 1.80, 1.35], [1.13, -1.35, 2.61], [-1.36, 1.21, 1.59], [9.53, -1.46, 7.20], [7.37, 7.95, 6.46], [-0.92, -1.49, 0.74], [-0.37, -0.22, -0.88], [-0.04, 0.36, 0.21], [-0.52, -0.14, -0.24], [0.66, 0.52, -1.29], [-0.70, 0.24, -0.08], [-5.25, -5.19, -4.86], [-0.16, -0.11, -0.18], [-6.40, 1.23, -4.91], [-1.42, 1.83, 0.07], [0.09, -0.31, 0.29], [-1.59, 0.15, -0.58], [0.49, 0.33, 0.20], [-1.59, -0.09, -1.08], [-2.09, -0.70, 1.29], [-0.15, -0.16, -0.27], [0.82, -1.66, -1.70], [-0.37, 0.99, -2.04], [-1.62, 1.82, 0.33], [-1.26, -0.98, -1.65], [1.84, 1.39, -1.18], [-2.45, 1.26, 1.92], [-0.05, -0.33, 0.02], [0.22, 0.27, 0.05], [-0.13, -0.33, 0.03], [0.44, -1.55, -0.30], [-0.01, 0.96, 2.31], [-1.16, 0.25, -0.95], [0.29, -0.09, 0.09], [0.94, -2.32, 0.40], [-0.63, 1.68, -1.26], [0.01, -1.85, 0.55], [-0.22, -2.46, -0.51], [0.14, 0.28, -0.13], [1.85, -1.61, 0.95], [-0.23, -1.51, -1.62], [2.07, 0.90, 1.39], [-0.98, -0.11, -2.05], [-0.27, 0.17, -0.12], [-0.08, -0.16, -0.29]],
  "lowdin_charge": [0.53, 0.49, 0.52, 0.60, 0.62, 0.51, 0.49, 0.51, 0.93, -0.39, -0.25, -0.21, -0.23, 0.11, 0.11, -0.11, -0.25, -1.01, -0.98, -0.17, -0.14, -0.14, -0.20, -0.07, -0.23, -1.05, -0.44, -0.97, -0.17, 0.15, 0.04, 0.06, 0.07, 0.10, 0.12, 0.11, -0.02, 0.03, 0.04, 0.04, -0.04, 0.09, 0.03, 0.03, 0.12, 0.06, -0.03, 0.12, 0.03, 0.13, 0.10, 0.09, 0.10, 0.01, 0.03]
}


3.
{
  "formula": "C14H26CoNO2S2Si",
  "method": "the ωB97M-V functional and the def2-TZVPD basis",
  "s_squared": 6.024,
  "homo_ev": [-7.759, -7.716],
  "homo_lumo_gap_ev": [8.3, 7.9],
  "spin_multiplicity": 5,
  "relative_energy_kcal_mol": 0.0,
  "lumo_ev": [0.53, 0.14],
  "max_force_ha_per_bohr": 0.00932,
  "charge": 0,
  "molar_mass_da": 391.5,
  "species": ["Co", "S", "S", "Si", "O", "O", "N", "C", "C", "C", "C", "C", "C", "C", "C", "C", "C", "C", "C", "C", "C", "H", "H", "H", "H", "H", "H", "H", "H", "H", "H", "H", "H", "H", "H", "H", "H", "H", "H", "H", "H", "H", "H", "H", "H", "H", "H"],
  "coordinates": [[-0.75282, -1.79497, -1.81002], [-0.45497, -2.03935, 0.53849], [-1.69686, 0.98159, -1.75988], [2.43571, -1.66560, 2.70550], [-0.49727, 0.19678, -2.30607], [-2.22394, -1.96708, -2.54813], [1.29142, -1.80266, -1.35400], [2.33596, -1.69272, 0.81345], [-4.89126, 0.58260, -1.60273], [3.64160, -1.54512, -1.24313], [0.81092, -1.79737, 3.60652], [3.26048, -0.04233, 3.15739], [-4.26295, 1.49377, -2.65421], [-2.89318, 0.99739, -3.10417], [3.55150, -1.56071, 0.14376], [3.54454, -3.09320, 3.20057], [-1.63807, 3.41476, -0.48907], [1.19658, -1.82598, 0.00202], [-1.16916, 2.71198, -1.76040], [-0.93307, 2.89566, 0.75867], [2.46756, -1.66242, -1.95689], [-5.91403, 0.88693, -1.38180], [2.65117, 0.80132, 2.82597], [-1.52500, 3.19730, -2.66942], [-4.90104, -0.45001, -1.95516], [4.53244, -3.01680, 2.74149], [4.46523, -1.46406, 0.72268], [3.68224, -3.11887, 4.28401], [2.45462, -1.63923, -3.03971], [3.38837, 0.03944, 4.23928], [4.24636, 0.05494, 2.69800], [-4.20427, 2.52594, -2.29374], [-2.46122, 1.57402, -3.92353], [-4.89890, 1.52064, -3.54175], [-4.32884, 0.59419, -0.66834], [4.58905, -1.44166, -1.75155], [-0.07969, 2.65089, -1.80009], [3.10511, -4.04470, 2.89450], [0.14712, 3.03289, 0.67624], [-1.12102, 1.83124, 0.91168], [-1.27293, 3.42653, 1.64757], [-2.72088, 3.29903, -0.38441], [0.29459, -2.73013, 3.38094], [0.13822, -0.97879, 3.35093], [-1.45591, 4.48539, -0.60573], [1.00608, -1.76201, 4.68248], [-2.93958, -0.05942, -3.37823]],
  "forces_ev_per_a": [[0.13, 0.24, 0.21], [0.06, 0.07, -0.03], [0.06, -0.19, -0.08], [-0.03, -0.01, -0.04], [-0.08, 0.46, 0.12], [-0.21, -0.33, -0.12], [0.06, -0.26, 0.10], [0.14, 0.04, -0.01], [0.00, 0.00, 0.01], [-0.05, 0.00, -0.01], [-0.01, -0.01, 0.02], [0.00, -0.02, 0.01], [0.01, 0.01, 0.00], [0.03, -0.05, -0.01], [-0.06, -0.01, 0.05], [0.00, 0.02, 0.01], [-0.01, 0.01, 0.00], [-0.12, -0.07, -0.19], [0.06, -0.01, 0.02], [0.01, 0.00, 0.00], [0.08, 0.05, 0.02], [0.00, 0.00, -0.01], [0.00, 0.01, 0.00], [-0.01, -0.01, 0.01], [-0.02, 0.01, 0.01], [0.00, -0.01, 0.00], [0.00, 0.00, -0.01], [0.00, 0.00, 0.00], [-0.01, -0.02, 0.00], [0.00, 0.00, 0.00], [0.00, 0.01, 0.00], [0.00, -0.01, 0.01], [-0.02, 0.00, -0.01], [0.00, 0.02, 0.00], [-0.01, 0.01, 0.00], [0.00, 0.00, 0.00], [-0.01, 0.01, -0.01], [0.00, 0.00, 0.00], [-0.01, 0.01, 0.00], [0.00, -0.01, 0.00], [0.00, -0.01, 0.00], [0.00, 0.01, 0.00], [0.00, 0.01, 0.00], [-0.01, -0.01, 0.00], [0.01, 0.00, -0.01], [0.02, 0.00, -0.01], [0.01, 0.01, -0.03]],
  "mulliken_spin": [2.83, 0.12, -0.01, 0.00, 0.04, 0.98, 0.02, -0.01, 0.00, 0.00, 0.01, 0.00, 0.00, 0.00, 0.01, 0.00, 0.00, 0.01, 0.00, 0.00, 0.00, 0.00, 0.00, 0.00, 0.00, 0.00, 0.00, 0.00, 0.00, 0.00, 0.00, 0.00, 0.00, 0.00, 0.00, 0.00, 0.00, 0.00, 0.00, 0.00, 0.00, 0.00, 0.00, 0.00, 0.00, 0.00, 0.01]
}